Density functional theory data (ωB97M-V/def2-TZVPD) for 12 unconnected molecules or ions with the total composition C36H79N9O16 in a non-equilibrium geometry.

Results
- ⟨S²⟩ = 0.79
- charge = +1
- spin multiplicity = 2
- HOMO (spin up / spin down) (eV) = -10.9864 / -10.9863

Atoms and positions in Å:
H: -0.109 2.091 6.527
N: 4.584 0.237 1.091
H: -0.936 -5.310 3.215
H: -2.604 2.550 -3.350
H: -4.374 -2.513 2.644
O: -5.736 -0.321 -2.038
O: 4.706 2.579 1.037
O: -3.685 -0.748 -1.069
C: -1.462 -3.288 -5.972
H: -1.195 -0.776 -4.653
O: -1.911 3.863 -2.003
H: 2.679 5.105 -4.520
H: -3.103 4.728 0.730
C: 1.846 3.429 -1.676
H: -6.637 1.344 -2.871
H: -0.641 -2.680 -0.001
O: 0.917 -4.533 -5.559
C: -0.294 -1.700 -0.328
C: 5.124 -3.135 -3.673
H: 0.939 0.619 0.451
C: 2.214 0.590 -4.524
O: 2.187 2.697 2.949
C: -8.075 0.314 -1.767
H: -6.999 1.500 0.028
C: 1.697 2.044 3.890
H: -8.605 0.003 -2.667
C: 2.974 -4.090 -1.148
H: -1.627 3.934 -1.089
H: 2.257 4.500 5.024
H: 3.888 -1.223 2.338
H: 2.954 1.510 1.093
H: -3.102 2.112 3.810
H: 4.433 -5.189 -3.029
O: 4.137 -4.238 -0.455
O: -1.065 -0.461 2.992
C: 4.039 4.281 -2.361
H: 4.162 -1.724 0.603
C: -0.851 -1.650 -4.100
H: -0.489 -5.434 4.976
O: 2.628 -4.040 2.767
O: 3.223 -3.756 -2.389
H: 1.320 1.315 7.018
O: -5.006 0.944 -0.343
C: 0.970 -2.910 4.681
C: -4.752 -0.165 -1.057
N: 0.659 -4.086 3.859
H: -2.331 -2.632 -6.010
H: 1.720 -2.330 4.142
C: -4.274 -1.011 4.510
C: 2.191 4.276 -4.008
H: 4.342 0.648 -1.826
O: 1.897 -4.421 -0.715
H: -3.203 -0.980 4.311
O: -6.148 1.169 3.874
C: -5.883 0.320 3.083
H: 5.465 1.064 -3.808
H: 0.956 4.033 -1.497
N: -3.264 3.337 2.103
H: -0.584 0.974 -0.238
H: 6.659 0.875 1.185
C: 4.574 -4.174 -2.657
C: -0.963 -1.278 2.009
H: -1.654 -1.835 -3.386
C: 4.055 1.484 1.079
H: 2.407 3.438 -4.671
C: -2.532 3.860 1.094
C: 0.787 1.622 6.119
H: 2.436 3.510 -0.763
C: 3.399 0.468 -2.366
H: -1.414 -4.115 4.159
H: -4.598 4.923 2.516
C: 0.679 -3.506 -4.895
N: 1.432 2.470 5.126
H: -0.393 1.245 1.414
H: 1.042 -5.277 2.307
H: 6.414 -0.804 1.717
C: -6.258 1.555 -0.770
H: -4.521 -0.216 5.214
C: -0.130 0.521 0.643
H: 4.572 -3.104 -4.612
C: 6.063 -0.026 1.040
C: -2.400 2.524 -2.280
H: 1.562 2.390 -1.839
O: 4.559 4.197 -1.276
H: -5.371 -1.801 1.494
H: -5.310 3.502 1.542
H: 0.927 4.382 6.039
O: -1.426 3.443 0.691
H: -1.009 -1.439 -1.107
H: -6.054 2.606 -0.973
H: -3.356 2.376 -1.776
H: 1.370 -3.200 -4.094
H: 0.044 -2.342 4.761
H: -3.676 -1.171 1.785
H: -1.724 2.151 2.793
H: 2.749 -0.752 1.090
H: -1.170 -3.375 -7.018
H: -1.026 -2.370 2.137
H: 2.083 1.491 -5.123
C: 4.618 0.747 -4.417
H: 0.760 -1.730 -0.608
H: -6.424 0.108 2.147
H: -8.071 -0.443 -0.982
H: 4.895 -0.165 -4.945
H: -0.034 -1.274 -3.484
H: -8.790 1.067 -1.437
H: 1.313 0.399 -3.941
C: -2.813 2.138 2.760
H: -3.100 1.276 2.157
O: 2.424 0.078 -1.742
H: -1.738 1.678 -2.098
H: -4.399 -1.990 4.972
H: 0.404 0.679 5.730
N: -5.043 -0.639 3.313
H: 1.404 0.989 3.775
H: 5.078 -2.155 -3.198
H: -1.846 -4.268 -5.688
H: 1.174 4.662 -3.954
H: -5.068 3.371 3.229
C: -0.562 -4.792 4.098
C: 5.195 -4.078 -1.274
C: 3.802 -0.954 1.285
N: 2.751 3.958 -2.674
H: 5.914 -4.893 -1.194
H: 6.249 -0.383 0.027
H: 6.165 -3.240 -3.978
H: 4.573 4.646 -3.252
C: 1.522 -4.486 2.904
N: -0.412 -2.736 -5.079
N: -0.540 -0.849 0.811
C: -6.675 0.766 -1.948
H: 1.403 -3.168 5.648
C: -4.654 3.849 2.341
C: -4.606 -1.535 2.223
H: 5.679 -3.110 -1.149
H: 4.516 1.547 -5.150
H: 2.482 3.697 6.589
H: 2.257 -0.269 -5.195
N: 3.395 0.678 -3.705
C: 1.807 3.813 5.740